# 1
35
Properties=species:S:1:pos:R:3:lowdin_charge:R:1 method="wB97M-V/def2-TZVPD" smiles="C=C/C(C)=C/[C@@]1(CC)SC(=O)C(CC(N)=O)=C1O" homo_lumo_gap_ha=0.33041 multiplicity=1 energy_ev=-32223.94933 homo_ev=-8.609 total_charge=0
C -2.4643 -1.0734 3.9766 0.030
C -1.0936 -1.0425 4.0286 -0.115
C -0.1600 -0.6037 2.9369 -0.263
C 1.2597 -0.3211 3.3508 -0.101
C -0.5873 -0.4025 1.6263 -0.017
C 0.2144 0.2271 0.4718 -0.549
C 0.2231 1.7629 0.7011 -0.225
C 1.0181 2.5908 -0.3353 -0.097
S 1.9261 -0.4621 0.3426 1.107
C 1.6510 -1.0981 -1.2580 -0.682
O 2.5133 -1.6926 -1.9007 -0.011
C 0.3061 -0.8342 -1.7527 -0.135
C -0.2049 -1.4512 -3.0639 -0.029
C -0.5684 -0.3937 -4.1091 -0.486
N 0.3706 0.0330 -5.0034 0.185
O -1.5903 0.2600 -3.9716 0.032
C -0.4702 -0.0926 -0.8739 -0.203
O -1.7223 0.3563 -1.2640 0.080
H -3.0576 -1.3959 4.8236 0.049
H -3.0345 -0.8498 3.1006 0.042
H -0.6169 -1.3027 4.9499 0.084
H 1.8433 -1.2560 3.2541 0.091
H 1.8147 0.4536 2.7575 0.056
H 1.2889 0.0551 4.3551 0.069
H -1.5994 -0.7186 1.4115 0.107
H -0.8018 2.1222 0.6235 0.118
H 0.5947 1.9785 1.6851 0.096
H 0.8325 3.6530 -0.1225 0.074
H 0.7182 2.3854 -1.3771 0.076
H 2.1233 2.3655 -0.2293 0.077
H -1.0566 -2.0993 -2.9072 0.127
H 0.6055 -2.0955 -3.5047 0.131
H 0.1713 0.8833 -5.5132 0.119
H 1.2977 -0.3170 -4.9614 0.098
H -1.7440 0.3758 -2.2476 0.066

***

# 2
53
Properties=species:S:1:pos:R:3:lowdin_charge:R:1 method="wB97M-V/def2-TZVPD" homo_lumo_gap_ha=0.29002 multiplicity=1 energy_ev=-44037.30914 homo_ev=-8.368 total_charge=0
Pt -0.6165 0.0588 -0.4286 1.138
N -2.4554 0.1813 0.6658 -0.075
C -3.7093 -0.0217 -0.0586 -0.238
C -3.9425 1.0709 -1.0899 -0.182
C -3.1223 0.8804 -2.3586 -0.245
N -1.7026 1.2021 -2.1506 -0.046
H -2.2916 -0.6294 1.2690 0.063
H -2.4683 1.0283 1.2264 0.102
H -4.5514 -0.0627 0.6374 0.127
H -3.6451 -0.9951 -0.5456 0.116
H -3.6999 2.0429 -0.6472 0.119
H -4.9986 1.0875 -1.3596 0.118
H -3.5459 1.5110 -3.1464 0.118
H -3.1894 -0.1570 -2.6878 0.123
H -1.5971 2.1942 -1.9669 0.097
H -1.1762 0.9731 -2.9867 0.100
O 2.9711 -1.3293 -0.6729 0.074
C 1.7838 -1.5527 -0.8208 -0.609
O 0.9486 -0.8350 -1.5092 -0.203
C 1.1567 -2.8082 -0.2370 -0.055
C 1.6500 -4.0470 -0.5217 0.078
C 0.9611 -5.1922 -0.0913 -0.139
C -0.2584 -5.0771 0.5350 0.078
C -0.7629 -3.8214 0.8362 -0.056
C -0.0093 -2.6295 0.5693 -0.289
O -0.3265 -1.4872 1.0570 -0.145
N -2.0971 -3.7496 1.3785 -0.327
O -2.5882 -4.7647 1.8381 0.084
O -2.7174 -2.6910 1.3123 0.041
N 1.5067 -6.5026 -0.3634 -0.361
O 0.9070 -7.4752 0.0646 0.068
O 2.5435 -6.5670 -1.0028 0.071
H 2.5606 -4.1665 -1.0915 0.137
H -0.8412 -5.9568 0.7628 0.131
O -0.1870 2.1876 0.9615 -0.016
C 0.9953 2.1635 1.3053 -0.489
C 1.5245 2.9910 2.4418 -0.097
C 1.9560 4.3159 1.7678 -0.178
C 2.9655 4.1650 0.6158 -0.193
C 2.3827 3.6430 -0.7108 -0.168
C 2.1933 2.1107 -0.7837 -0.169
N 1.9740 1.5583 0.5629 0.056
H 2.3963 2.5131 2.8921 0.121
H 0.7736 3.1817 3.2057 0.118
H 2.4024 4.9515 2.5345 0.110
H 1.0633 4.8258 1.3971 0.116
H 3.8041 3.5376 0.9331 0.116
H 3.3739 5.1583 0.4207 0.108
H 3.0393 3.9504 -1.5266 0.108
H 1.4162 4.1299 -0.8713 0.107
H 3.0632 1.6063 -1.1955 0.123
H 1.3398 1.8747 -1.4142 0.081
H 2.8477 1.4239 1.0487 0.131

***

# 3
12
Properties=species:S:1:pos:R:3:lowdin_charge:R:1 method="wB97M-V/def2-TZVPD" homo_lumo_gap_ha="0.31138 / 0.32046" multiplicity=1 energy_ev=-27359.23329 homo_ev="-9.969 / -9.611" total_charge=0
C -1.9843 -0.2468 -0.1265 -0.400
C 0.2019 1.4373 0.2555 -0.382
N 1.7077 -1.4720 -0.9169 0.021
O -0.0882 -0.9093 1.5545 -0.399
F -2.7032 -1.2026 0.4259 0.077
F -2.2916 -0.2218 -1.4760 0.018
F 1.0633 1.6245 1.3321 0.001
F 0.9656 1.7717 -0.8112 0.035
S -0.2263 -0.4750 0.2256 0.999
H -0.5051 2.1749 0.4918 0.124
H 2.1618 -0.5796 -0.9368 -0.041
H 1.6985 -1.9012 -0.0181 -0.054

***

# 4
23
Properties=species:S:1:pos:R:3:lowdin_charge:R:1 method="wB97M-V/def2-TZVPD" smiles="CC(C)[N-]NC(=O)C(=C=O)CO" homo_lumo_gap_ha=0.25059 multiplicity=1 energy_ev=-16559.66649 homo_ev=-3.084 total_charge=-1
C -1.7058 -2.5366 -0.5238 -0.103
C -0.7737 -1.7691 0.4458 -0.506
C -1.5945 -0.6889 1.1736 -0.087
N 0.4130 -1.2862 -0.2079 -0.080
N 0.1514 -0.3181 -1.1578 -0.022
C 0.6622 0.9149 -1.1275 -0.458
O 0.4953 1.7101 -2.0830 -0.045
C 1.4135 1.2444 0.0807 -0.135
C 1.5651 0.3814 1.0652 -0.186
O 1.9234 -0.0794 2.0992 0.083
C 2.0429 2.6305 0.1444 -0.241
O 1.2527 3.6178 -0.4582 -0.098
H -2.2153 -1.8440 -1.1913 0.055
H -1.1211 -3.2331 -1.1226 0.058
H -2.4595 -3.0958 0.0306 0.055
H -0.4017 -2.4868 1.1899 0.119
H -1.9314 0.0625 0.4627 0.066
H -0.9752 -0.2009 1.9191 0.056
H -2.4656 -1.1245 1.6628 0.057
H -0.3922 -0.5670 -1.9823 0.138
H 3.0307 2.5930 -0.3565 0.115
H 2.2083 2.9241 1.1876 0.114
H 0.8775 3.1519 -1.2506 0.045